P.
Molecular formula: CH6P2S
Method: DFT, wB97M-V/def2-TZVPD

Geometry as ORCA input:
```
! wB97M-V def2-TZVPD RIJCOSX def2/J DEFGRID3
* xyz 0 1
C -0.307 -1.809 -0.072
P -0.410 -0.110 0.217
P 1.578 0.737 -0.020
S 3.056 -0.469 0.082
H -1.286 -2.192 -0.067
H 0.423 -2.205 -0.704
H -0.911 0.921 -0.514
H -0.962 0.093 1.461
H 1.295 1.364 -1.194
H 1.674 2.097 0.702
*
```

Molar mass in Da: 112.07
SMILES: C=[PH2][PH2]=S
Highest occupied orbital energy in eV: -8.0

---

Q.
Molecular formula: CH6P2S
Method: DFT, wB97M-V/def2-TZVPD

Geometry as ORCA input:
```
! wB97M-V def2-TZVPD RIJCOSX def2/J DEFGRID3
* xyz 0 1
C -0.021 0.727 -1.233
P 0.123 -0.271 0.421
P -1.804 0.138 1.272
S -2.190 -1.511 2.402
H 1.034 0.979 -1.654
H -0.525 1.516 -0.879
H -0.696 -0.027 -1.583
H 0.329 -1.612 0.142
H 1.518 -0.156 0.807
H -1.876 -1.413 3.785
*
```

Molar mass in Da: 112.07
SMILES: C[PH2]=PS
Highest occupied orbital energy in eV: -7.6

---

Most stable = Q

---

P.
Molecular formula: C34H44AsIrN3O7S2Se2
Method: DFT, wB97M-V/def2-TZVPD

Geometry as ORCA input:
```
! wB97M-V def2-TZVPD RIJCOSX def2/J DEFGRID3
* xyz 2 2
Ir -0.803 0.359 -0.082
C 3.175 0.230 0.641
Se 1.646 0.945 1.603
C 2.221 2.844 1.649
C 2.702 3.410 0.335
Se 1.313 3.264 -1.083
C 0.527 5.013 -0.849
H 3.230 -0.830 0.861
H 4.082 0.705 1.008
H 3.060 0.388 -0.430
H 3.002 2.911 2.412
H 1.351 3.389 2.010
H 3.591 2.891 -0.028
H 2.942 4.471 0.439
H 1.171 5.749 -1.327
H 0.425 5.227 0.212
H -0.457 5.025 -1.311
C -3.601 2.284 2.089
C -2.126 2.653 2.010
C -1.748 3.707 3.047
O -1.288 1.501 2.111
C -1.876 3.285 0.575
O -2.356 4.365 0.342
O -1.142 2.586 -0.187
H -3.850 1.930 3.088
H -3.838 1.504 1.365
H -4.210 3.156 1.871
H -1.921 3.326 4.053
H -2.363 4.587 2.884
H -0.701 3.994 2.964
H -1.599 0.960 2.847
S -3.234 -0.245 -0.473
C -3.438 -0.496 -2.177
C -4.732 -0.808 -2.623
C -4.978 -0.985 -3.968
C -3.943 -0.872 -4.889
C -2.660 -0.572 -4.452
C -2.388 -0.381 -3.105
As -0.583 0.139 -2.573
C 0.524 -1.328 -3.204
C 1.894 -1.107 -3.348
C 2.732 -2.153 -3.689
C 2.216 -3.426 -3.871
C 0.859 -3.655 -3.710
C 0.014 -2.612 -3.366
C -0.283 1.576 -3.857
C 0.396 1.383 -5.056
C 0.527 2.436 -5.948
C -0.018 3.674 -5.647
C -0.698 3.866 -4.453
C -0.831 2.819 -3.557
H -5.529 -0.898 -1.900
H -5.973 -1.216 -4.312
H -4.132 -1.013 -5.942
H -1.852 -0.480 -5.172
H 2.288 -0.102 -3.211
H 3.788 -1.980 -3.813
H 2.869 -4.240 -4.145
H 0.459 -4.648 -3.849
H -1.049 -2.784 -3.231
H 0.812 0.409 -5.292
H 1.055 2.286 -6.878
H 0.083 4.491 -6.345
H -1.130 4.828 -4.224
H -1.376 2.945 -2.626
C 1.539 -2.265 7.129
C 2.388 -1.752 5.985
S 1.484 -1.962 4.427
O 2.170 -1.330 3.311
O 0.114 -1.536 4.581
C 1.521 -3.772 4.128
C 0.425 -4.183 3.159
N 0.424 -3.338 1.987
C -0.502 -2.409 1.692
N -0.156 -1.727 0.601
C 1.017 -2.237 0.167
C 1.401 -3.241 1.020
N 2.577 -4.022 0.901
O 2.808 -4.854 1.749
O 3.267 -3.780 -0.064
C -1.770 -2.207 2.415
H 2.061 -2.129 8.074
H 1.306 -3.323 7.025
H 0.604 -1.712 7.174
H 3.317 -2.302 5.862
H 2.595 -0.691 6.087
H 1.379 -4.268 5.082
H 2.515 -3.988 3.746
H -0.545 -4.069 3.645
H 0.568 -5.225 2.853
H 1.518 -1.898 -0.721
H -2.341 -3.135 2.465
H -2.357 -1.469 1.874
H -1.579 -1.855 3.432
*
```

Molar mass in Da: 1095.93
Expectation value of S²: 0.754
Highest occupied orbital energy (spin up / spin down) in eV: -12.5 / -12.5

---

Q.
Molecular formula: C34H44AsIrN3O7S2Se2
Method: DFT, wB97M-V/def2-TZVPD

Geometry as ORCA input:
```
! wB97M-V def2-TZVPD RIJCOSX def2/J DEFGRID3
* xyz 2 2
Ir 0.545 -0.486 0.896
C -2.441 -3.237 2.367
Se -1.861 -2.468 0.677
C -0.731 -3.927 0.093
C 0.339 -4.222 1.110
Se 1.498 -2.690 1.504
C 1.443 -3.008 3.418
H -2.920 -4.190 2.149
H -3.161 -2.555 2.810
H -1.608 -3.372 3.052
H -0.331 -3.624 -0.872
H -1.365 -4.801 -0.062
H 1.002 -5.025 0.789
H -0.100 -4.509 2.062
H 1.685 -4.062 3.545
H 0.454 -2.778 3.806
H 2.198 -2.389 3.886
C 1.556 2.663 -1.758
C 1.979 1.853 -0.552
C 2.997 2.577 0.311
O 0.797 1.589 0.291
C 2.532 0.482 -0.938
O 3.123 0.288 -1.965
O 2.359 -0.451 -0.005
H 1.301 3.682 -1.465
H 0.697 2.212 -2.263
H 2.382 2.696 -2.466
H 2.586 3.532 0.637
H 3.896 2.763 -0.277
H 3.264 1.986 1.185
H 0.011 1.991 -0.111
S 1.740 0.144 2.793
C 0.667 -0.032 4.190
C 1.223 -0.227 5.452
C 0.392 -0.372 6.553
C -0.991 -0.334 6.412
C -1.551 -0.114 5.164
C -0.717 0.052 4.063
As -1.299 0.527 2.307
C -3.245 0.572 2.341
C -4.137 -0.148 1.555
C -5.507 -0.007 1.738
C -5.995 0.852 2.709
C -5.111 1.592 3.481
C -3.745 1.466 3.293
C -1.032 2.432 2.140
C -0.155 3.125 2.960
C 0.039 4.484 2.754
C -0.623 5.139 1.724
C -1.507 4.444 0.907
C -1.721 3.090 1.121
H 2.299 -0.275 5.569
H 0.828 -0.531 7.530
H -1.629 -0.464 7.276
H -2.626 -0.061 5.053
H -3.796 -0.773 0.747
H -6.191 -0.560 1.107
H -7.062 0.961 2.851
H -5.484 2.280 4.228
H -3.074 2.067 3.895
H 0.377 2.618 3.755
H 0.710 5.034 3.401
H -0.465 6.198 1.568
H -2.045 4.959 0.121
H -2.456 2.566 0.515
C 4.702 -1.001 -7.699
C 3.810 -0.216 -6.743
S 2.593 -1.300 -6.042
O 3.202 -2.094 -5.000
O 1.857 -1.960 -7.086
C 1.427 -0.217 -5.212
C 0.282 -1.109 -4.715
N -0.138 -0.744 -3.348
C 0.405 -1.267 -2.232
N -0.202 -0.764 -1.147
C -1.167 0.103 -1.591
C -1.125 0.126 -2.942
N -1.908 0.989 -3.795
O -1.804 0.858 -4.995
O -2.609 1.790 -3.214
C 1.492 -2.277 -2.267
H 5.494 -0.348 -8.060
H 4.131 -1.364 -8.551
H 5.161 -1.850 -7.197
H 3.267 0.582 -7.252
H 4.368 0.195 -5.901
H 1.074 0.533 -5.918
H 1.956 0.261 -4.385
H 0.586 -2.153 -4.677
H -0.582 -1.035 -5.362
H -1.838 0.640 -0.942
H 1.111 -3.237 -2.624
H 1.931 -2.391 -1.280
H 2.286 -1.977 -2.951
*
```

Molar mass in Da: 1095.93
Expectation value of S²: 0.759
Highest occupied orbital energy (spin up / spin down) in eV: -13.4 / -13.4

---

Most stable = Q

---

P.
Molecular formula: C16H21N3O2
Method: DFT, wB97M-V/def2-TZVPD

Geometry as ORCA input:
```
! wB97M-V def2-TZVPD RIJCOSX def2/J DEFGRID3
* xyz 0 1
C 0.336 -0.002 -5.360
C -0.448 -0.203 -4.120
N -0.339 -1.299 -3.337
C -1.186 -1.089 -2.352
C -1.434 -1.994 -1.208
N -1.802 0.097 -2.536
C -2.743 0.802 -1.713
C -2.160 2.166 -1.292
O -2.034 3.027 -2.383
C -0.804 1.968 -0.587
O -0.992 1.056 0.469
C 0.095 0.676 1.212
C 1.389 1.141 1.019
C 2.425 0.683 1.824
C 2.161 -0.231 2.819
C 0.861 -0.696 3.015
C -0.171 -0.255 2.221
C 0.823 -1.686 4.140
C 2.156 -1.444 4.867
C 3.101 -0.872 3.798
N -1.323 0.667 -3.663
H 0.108 -0.793 -6.072
H 1.400 -0.049 -5.135
H 0.092 0.963 -5.794
H -0.786 -2.859 -1.305
H -2.473 -2.323 -1.198
H -1.218 -1.486 -0.269
H -2.960 0.201 -0.830
H -3.662 0.978 -2.283
H -2.856 2.641 -0.591
H -1.660 2.511 -3.123
H -0.069 1.585 -1.310
H -0.451 2.939 -0.217
H 1.606 1.864 0.248
H 3.427 1.053 1.664
H -1.185 -0.598 2.363
H -0.040 -1.550 4.792
H 0.779 -2.701 3.733
H 2.548 -2.351 5.325
H 2.008 -0.702 5.653
H 3.822 -0.167 4.213
H 3.660 -1.671 3.303
*
```

Molar mass in Da: 287.36
SMILES: Cc1nc(C)n(C[C@H](O)COc2ccc3c(c2)CCC3)n1
Highest occupied orbital energy in eV: -8.4

---

Q.
Molecular formula: C16H21N3O2
Method: DFT, wB97M-V/def2-TZVPD

Geometry as ORCA input:
```
! wB97M-V def2-TZVPD RIJCOSX def2/J DEFGRID3
* xyz 0 1
C -6.446 -0.351 0.324
C -5.336 0.544 -0.211
C -3.982 -0.170 -0.291
C -3.961 -1.325 -1.310
C -3.968 -2.695 -0.642
N -2.952 0.805 -0.612
C -1.898 1.054 0.182
O -1.726 0.494 1.249
C -0.947 2.112 -0.369
C 0.251 2.364 0.556
C 1.300 1.300 0.422
N 2.401 1.582 -0.176
C 3.347 0.594 -0.290
C 4.560 0.888 -0.924
C 5.525 -0.083 -1.050
C 5.311 -1.369 -0.554
C 4.125 -1.677 0.071
C 3.134 -0.704 0.210
C 1.866 -1.015 0.869
O 1.539 -2.093 1.319
N 1.013 0.077 0.943
H -6.179 -0.741 1.303
H -7.368 0.217 0.422
H -6.632 -1.186 -0.345
H -5.607 0.912 -1.205
H -5.227 1.409 0.448
H -3.715 -0.553 0.699
H -4.815 -1.238 -1.986
H -3.055 -1.241 -1.915
H -4.854 -2.824 -0.026
H -3.953 -3.481 -1.393
H -3.091 -2.809 -0.010
H -3.048 1.302 -1.484
H -1.511 3.040 -0.488
H -0.598 1.802 -1.356
H -0.103 2.394 1.589
H 0.714 3.316 0.302
H 4.710 1.887 -1.301
H 6.460 0.150 -1.539
H 6.080 -2.120 -0.661
H 3.930 -2.663 0.466
H 0.097 -0.059 1.377
*
```

Molar mass in Da: 287.36
SMILES: CCC(CC)NC(=O)CCc1nc2ccccc2c(=O)[nH]1
Highest occupied orbital energy in eV: -8.4

---

Most stable = Q

---

P.
Molecular formula: CH5INP
Method: DFT, wB97M-V/def2-TZVPD

Geometry as ORCA input:
```
! wB97M-V def2-TZVPD RIJCOSX def2/J DEFGRID3
* xyz 0 1
H 2.643 2.062 0.302
P 1.349 2.187 -0.019
N 0.777 0.733 0.112
C -0.550 0.322 -0.164
H -0.923 -0.476 0.528
H -1.301 1.089 -0.218
H -0.398 -0.312 -1.110
I -4.230 0.156 0.057
H -2.849 -0.312 -0.598
*
```

Molar mass in Da: 188.94
SMILES: [H]/P=N/C.I
Highest occupied orbital energy in eV: -8.9

---

Q.
Molecular formula: CH5INP
Method: DFT, wB97M-V/def2-TZVPD

Geometry as ORCA input:
```
! wB97M-V def2-TZVPD RIJCOSX def2/J DEFGRID3
* xyz 0 1
H -0.495 0.422 2.620
P -0.346 1.088 1.334
N -0.633 -0.200 0.521
C -1.028 -0.364 -0.795
H -2.171 -0.381 -0.651
H -0.816 0.534 -1.636
H -0.605 -1.188 -1.355
I 3.727 0.180 -0.346
H 4.494 -1.114 0.200
*
```

Molar mass in Da: 188.94
SMILES: [H]/P=N/C.I
Highest occupied orbital energy in eV: -8.7

---

R.
Molecular formula: CH5INP
Method: DFT, wB97M-V/def2-TZVPD

Geometry as ORCA input:
```
! wB97M-V def2-TZVPD RIJCOSX def2/J DEFGRID3
* xyz 0 1
C -0.547 -0.031 -1.490
N 0.624 -0.244 -0.606
P 0.489 -0.073 1.021
I 0.521 1.691 3.548
H -0.472 1.120 -1.614
H -0.102 -0.361 -2.545
H -1.514 -0.516 -1.120
H 1.550 -0.706 1.423
H -0.548 -0.882 1.384
*
```

Molar mass in Da: 188.94
Highest occupied orbital energy (spin up / spin down) in eV: -8.9 / -8.9

---

S.
Molecular formula: CH5INP
Method: DFT, wB97M-V/def2-TZVPD

Geometry as ORCA input:
```
! wB97M-V def2-TZVPD RIJCOSX def2/J DEFGRID3
* xyz 0 1
C -1.303 -0.294 -0.488
N -0.120 -0.086 0.371
P 1.192 0.879 -0.114
I 3.600 -0.314 0.090
H -2.202 -0.053 0.103
H -1.245 0.415 -1.369
H -1.198 -1.283 -0.999
H -0.104 -0.545 1.237
H 1.381 1.282 1.170
*
```

Molar mass in Da: 188.94
SMILES: CNPI
Highest occupied orbital energy in eV: -8.9

---

Most stable = S